Entry i
The following is a quantum chemistry calculation of a single C3H6N2O2S molecule, from the Open Molecules 2025 dataset.

Element x y z (Å)
H  1.44899  -0.35744  -1.52499
H  -2.72951  -0.74183  1.48542
S  -3.19080  -0.63887  0.20702
H  -2.31482  1.62408  -0.33213
O  -0.27517  -0.88592  -0.38957
H  -0.02207  2.33935  0.02540
N  0.32610  1.34454  -0.17302
O  3.19848  -0.27547  0.43022
N  -1.94787  0.63481  -0.07949
C  2.03831  -0.43273  0.50116
H  1.29494  -1.98264  -0.79758
C  -0.58712  0.44714  -0.19343
C  1.14965  -0.92346  -0.68458
H  1.61087  -0.15156  1.52560

E_HOMO in eV: -9.326
SMILES: [H]/N=C(\NS)OCC=O
Frontier orbital gap in eV: 9.6
Charge: 0

=====

Entry ii
The following is a quantum chemistry calculation of a single C3H6N2O2S molecule, from the Open Molecules 2025 dataset.

Element x y z (Å)
C  1.18968  -0.64820  -0.36644
H  0.67971  -0.78808  -1.39393
O  -3.63032  -0.02831  -0.41192
H  -1.96106  1.98093  -0.02320
O  -0.42133  0.85799  -0.21943
H  1.37463  -1.66838  -0.26079
H  0.26296  -0.07298  1.45528
C  0.09848  -0.29199  0.49549
H  3.12741  -0.22352  0.64097
N  2.37590  0.11233  -0.27603
N  -1.62895  1.07762  0.47225
C  -2.50194  -0.04077  -0.18345
H  2.37646  1.18154  -0.07677
S  -1.34162  -1.44819  0.14798

E_HOMO in eV: -9.577
SMILES: NC[C@H]1ONC(=O)S1
Frontier orbital gap in eV: 10.1
Charge: 0

=====

Quick ranking, most stable first: entry i, entry ii.

=====

Entry i
The following is a quantum chemistry calculation of a single C3H6N2O2S molecule, from the Open Molecules 2025 dataset.

Element x y z (Å)
C  -0.57749  2.43282  1.14481
S  -0.60696  3.79528  0.23399
H  1.61984  -1.33791  -1.99937
H  0.41379  -2.60487  -1.90247
H  0.50022  -1.24225  2.32905
N  0.57420  -1.39631  0.32762
H  -0.52012  2.43886  2.23299
H  -0.77974  0.93254  -0.34039
C  0.15771  -0.84194  1.38952
O  -0.77529  0.14741  1.53329
O  -0.00971  -0.88634  -0.81735
C  0.56258  -1.52944  -1.95564
H  0.05640  -1.11750  -2.82638
N  -0.61544  1.20965  0.65034

E_HOMO in eV: -8.571
SMILES: CO/N=C\ONC=S
Frontier orbital gap in eV: 9.3
Charge: 0

=====

Entry ii
The following is a quantum chemistry calculation of a 2-piece molecular cluster, C3H6N2O2S overall, from the Open Molecules 2025 dataset.

Element x y z (Å)
O  1.49360  0.08159  1.51230
N  -0.95776  -0.61369  -0.56126
C  -1.86314  1.55732  0.28925
S  1.58461  -0.02006  0.07692
C  -1.08160  -1.84796  0.13498
H  -0.59853  -2.62066  -0.46287
O  2.55030  -0.91958  -0.50488
H  -2.13996  -2.09775  0.26081
H  -0.63061  -1.81473  1.13316
C  -1.44035  0.47785  -0.08323
H  2.13597  1.53782  -1.52056
H  -2.23148  2.50310  0.54909
H  1.25632  2.24552  -0.29017
N  1.92263  1.53122  -0.53353

E_HOMO (spin up / spin down) in eV: -8.941 / -9.431
Frontier orbital gap (spin up / spin down) in eV: 7.3 / 7.9
Charge: 0

=====

Entry iii
The following is a quantum chemistry calculation of a single C3H6N2O2S molecule, from the Open Molecules 2025 dataset.

Element x y z (Å)
H  -0.72324  -0.65028  -1.43276
N  2.20182  -1.27398  -0.23577
C  -0.95738  0.17982  0.45464
C  0.01123  -0.32337  -0.69568
H  -1.40975  -0.60703  0.93985
S  2.50552  0.36689  -0.15104
O  2.23619  1.07834  1.12202
H  2.80728  -1.96954  0.10447
O  0.32097  -2.58480  0.35529
H  -1.73170  0.97124  0.29951
C  0.62006  -1.57181  -0.14607
H  0.59864  1.52951  -0.80942
N  1.03265  0.63482  -0.98470
H  -0.44137  0.46278  1.35780

E_HOMO in eV: -9.733
Frontier orbital gap in eV: 10.5
Charge: 0

=====

Quick ranking, most stable first: entry iii, entry i, entry ii.

=====

Entry i
The following is a quantum chemistry calculation of a 11-piece molecular cluster, C47H67N7O12S4 overall, from the Open Molecules 2025 dataset.

Element x y z (Å)
C  -4.09418  -6.72663  2.85148
O  -1.63243  3.40010  -0.94996
H  -2.97028  -2.02766  5.18356
H  2.10821  -5.03297  -2.49973
C  -1.05987  6.00055  -2.92090
H  -1.93850  0.98703  3.77114
H  -2.25558  -7.62880  -2.73571
C  3.05616  3.27628  1.79784
C  -0.08536  -0.42833  5.19276
C  -3.33389  2.43260  2.96613
H  0.14027  -8.22501  -3.26217
H  0.14332  -1.89906  2.30269
H  2.60302  -0.25172  0.29517
C  5.83627  -0.86462  2.52594
H  -1.44917  -4.88123  1.85775
H  -1.13866  6.11018  -4.03841
N  1.27790  -1.71116  -0.24583
O  -2.58942  1.93283  -2.66623
H  4.34154  2.65302  3.46349
H  -2.16854  -2.53491  2.74605
H  3.55344  1.37141  2.44733
C  6.20346  2.00144  -1.87872
H  -5.65144  -2.02152  -1.54808
H  5.44242  3.84341  -2.74569
H  -1.48030  0.82965  0.10604
O  -0.41788  1.97018  -7.76539
H  2.40028  -2.56403  2.72054
C  5.91289  0.72935  -1.42773
H  2.84689  3.08670  0.76116
C  5.24588  2.90230  -2.31014
H  -4.29644  1.93714  3.22635
C  -1.13385  3.70150  2.06423
S  1.30385  -6.21780  -0.57017
C  -3.34684  -5.04800  0.88763
H  -2.10857  -6.53256  3.66934
H  6.09867  -1.93777  0.69681
C  -1.33101  -0.78593  5.62564
N  -5.00066  -6.36131  1.95707
C  -2.03172  1.15262  -5.93644
H  1.32394  3.36451  -4.20128
H  -3.11923  6.42586  -3.12746
C  -0.10812  -7.43796  -2.52092
C  -2.51132  5.74992  -2.51501
H  0.57808  0.01910  5.87994
H  0.97631  2.19604  -2.27754
C  -5.52036  -1.85374  1.65558
C  0.54587  2.61916  -4.24381
H  -0.33203  4.21005  1.49927
O  0.95471  -7.50634  -1.45484
H  -4.25765  2.63124  -0.25761
C  -0.33004  -1.54485  3.19493
C  4.04223  2.38727  2.45528
H  -0.34606  3.10884  -3.90305
H  1.73259  1.01885  -3.45240
H  7.21916  2.33383  -1.88097
N  0.47313  -0.85223  4.02014
C  -1.49733  -7.57748  -1.93529
C  -2.07082  -1.58910  4.76507
H  0.14582  -6.52629  -3.06338
H  -0.13864  -3.11936  -0.88534
N  -3.52104  3.61587  2.31276
C  -4.65549  -0.47655  -0.50646
H  -4.23716  -0.62007  2.83421
N  -5.96709  -2.24354  0.42056
C  -1.07140  -1.10762  -0.52125
H  2.03664  3.21619  2.24498
H  2.75375  -4.46368  -0.95428
C  -0.72284  0.11365  0.01837
H  3.12195  3.12535  -2.35456
H  5.31704  6.50391  1.00763
C  3.86028  -1.26927  3.67589
H  -3.50803  0.72738  0.84561
C  5.45971  -1.75153  1.53497
C  0.03605  -2.03983  -0.55133
C  -4.31448  3.29292  -1.09135
H  -0.47430  5.12651  -2.75782
H  -1.58034  0.13270  -6.00561
C  -4.62246  -5.52370  1.00499
H  -1.72544  -0.56942  6.62361
O  2.03990  -6.81001  0.46039
C  4.21557  -2.37403  1.62626
H  4.97137  2.25472  1.88331
H  -0.55895  6.88416  -2.50151
H  3.78949  -2.94499  0.78831
H  -3.06542  -4.44961  0.05082
H  6.72290  0.05922  -1.10822
C  -2.77671  -6.23612  2.89232
H  0.00900  0.86193  -3.01793
H  3.45178  -5.95037  -1.64377
H  5.00669  5.11610  -0.03179
H  -4.44213  -7.32883  3.67380
H  -5.86037  -2.41156  2.52342
C  -0.95050  2.61033  2.87969
C  -2.09265  1.93292  3.28528
C  1.52921  -0.39778  0.07424
H  0.87592  1.58462  0.38666
H  3.32705  -1.19169  4.64006
C  -1.61595  -1.97599  3.49552
O  0.44081  2.05389  -5.59836
C  0.58203  0.54156  0.25712
C  -2.42648  -5.38340  1.84264
O  0.21532  -5.33104  -0.36640
H  4.19319  -0.66284  -1.10980
N  3.59373  1.20771  -1.77689
H  -5.08417  3.04538  -1.79843
C  4.55273  0.33568  -1.40834
H  -1.67980  -6.75920  -1.25907
S  -0.85449  2.30686  -6.42561
O  -2.81503  4.27774  -3.01759
C  2.51705  -5.35868  -1.55725
O  2.59593  7.04903  1.66622
H  -4.32588  -0.03342  -1.45660
H  -5.33239  -5.24520  0.24922
C  0.83763  1.55728  -3.17337
H  0.03461  2.24915  3.19361
N  5.03681  -0.61751  3.59352
C  3.94661  2.45636  -2.12080
H  -1.52774  -8.51928  -1.44154
S  3.02932  5.89681  0.92652
H  6.76503  -0.23764  2.46330
H  -2.07239  -1.42226  -0.79388
H  -2.85520  1.27336  -6.64376
H  -4.39086  4.32023  -0.76250
O  3.38373  4.72303  1.96625
S  -2.67700  3.14927  -1.92099
C  -5.47878  -1.57608  -0.56591
O  2.18927  5.35066  -0.09486
C  -4.19549  -0.11601  0.69953
C  -4.66827  -0.81414  1.82807
H  -2.61818  5.04809  1.31059
H  4.58002  6.74372  -0.61098
C  -2.43537  4.16161  1.84278
H  -2.79798  5.81785  -1.44058
H  -2.32917  1.28933  -4.86415
O  -1.44141  3.57130  -6.11876
C  4.59499  6.09275  0.28130
C  3.39559  -2.15880  2.70178

E_HOMO in eV: -9.567
SMILES: CCOS(C)(=O)=O.CCOS(C)(=O)=O.CCOS(C)(=O)=O.CCOS(C)(=O)=O.c1ccncc1.c1ccncc1.c1ccncc1.c1ccncc1.c1ccncc1.c1ccncc1.c1ccncc1
Frontier orbital gap in eV: 9.9
Charge: 0

=====

Entry ii
The following is a quantum chemistry calculation of a 11-piece molecular cluster, C47H67N7O12S4 overall, from the Open Molecules 2025 dataset.

Element x y z (Å)
H  -1.90205  -7.04398  -0.63692
C  0.18966  2.42460  -4.33120
H  5.11596  1.82455  2.93955
H  7.77829  2.94190  -0.96264
C  0.37615  0.41680  -0.12342
H  -1.69433  0.66478  -0.43235
C  -0.86008  2.15248  2.89979
H  -1.03922  5.26395  1.43555
C  -1.33995  4.28498  1.83215
H  0.79411  3.25489  -4.73098
C  -4.06494  -5.02791  0.28879
H  0.60620  3.71621  2.46772
H  7.13335  0.91571  0.55392
H  -4.37643  2.36640  -0.33259
C  2.36633  -5.15330  -0.86605
O  0.16346  -5.69501  0.44089
C  1.03846  1.65943  -3.29356
C  -3.02476  -4.75887  1.15858
C  -1.93073  -7.10973  -1.70691
H  4.69240  2.95191  0.69801
H  1.14256  2.23038  -2.37833
H  -4.60619  -1.23054  2.32022
H  5.22335  6.19193  0.22753
H  -5.92481  -7.06054  2.07647
H  -4.40029  0.27761  -1.74290
H  -0.65417  -5.42790  -1.99670
H  -3.18474  6.37355  -2.83015
C  -3.11276  2.79890  2.38588
H  1.83439  -4.35550  -1.40485
H  -2.19901  -5.20022  3.14623
H  5.01789  -0.13662  0.32006
H  6.96575  -2.66050  1.89037
N  0.14301  -0.89557  4.42010
H  -5.99171  -3.04052  1.48176
H  4.26992  4.97135  -0.50905
H  -3.99989  -4.58839  -0.69372
C  -4.21239  3.34447  -0.82587
S  1.22819  -6.35914  -0.24626
H  0.58415  0.71525  -2.99545
H  4.83615  -3.48626  0.90167
C  6.82908  2.43372  -1.00029
H  -5.83361  -1.48976  -2.41111
H  3.89785  2.67752  -2.63031
H  2.90505  3.03781  1.11485
H  3.88696  0.83496  2.05123
C  1.42347  -0.44763  0.01351
H  -0.36056  -6.63005  -3.28867
O  -3.02597  1.99741  -2.68536
C  -4.35960  -0.26198  0.37692
H  -2.61310  1.02353  3.49258
C  3.60793  -2.28630  2.24372
O  -2.90999  4.32048  -3.03908
H  -2.00114  -2.63489  2.47322
N  4.24114  1.16224  -1.15904
C  -4.84738  -1.24788  1.27413
C  -0.60223  -6.48573  -2.22777
H  0.01608  -0.64433  6.47054
H  -2.91135  1.66502  -6.50261
H  6.89327  -0.89838  3.71668
C  -0.39045  -1.49029  3.34625
O  4.12323  4.34469  2.11621
H  3.41556  1.96730  3.35511
O  -0.23232  3.85506  -6.80195
H  -3.54764  0.38433  0.70069
S  3.27576  5.62430  1.52700
C  -5.66692  -2.26977  0.81037
C  6.48402  1.32246  -0.20224
H  -0.40204  5.33502  -3.58761
H  -0.23082  -3.33897  0.16931
H  -4.25180  -6.58759  3.74361
H  2.76444  -1.03676  3.65509
H  -1.88590  5.69161  -1.88181
H  -0.19800  1.36579  3.20999
H  -3.30649  -2.78188  4.74715
O  0.62294  -7.09079  -1.60038
C  -4.11197  -6.14362  2.75627
C  -2.22736  1.89898  2.94316
H  0.20372  -1.42826  2.46110
O  3.40658  6.71243  2.45169
C  -2.37385  5.64115  -2.83395
O  -1.63872  3.43851  -1.10147
C  5.22649  0.72450  -0.33447
O  1.96237  5.20629  1.15657
H  -2.23915  -4.14438  0.72314
C  4.21172  5.90821  0.02609
H  -4.07375  4.20150  -0.22362
C  -0.91325  -0.05145  -0.24043
C  -0.42079  3.38472  2.42414
H  -2.15328  -1.85033  -0.12110
N  -6.05288  -2.31826  -0.50047
C  5.82539  2.85896  -1.85016
H  2.96754  -5.78639  -1.50912
C  -2.53228  2.66910  -6.47521
N  -5.04504  -5.93450  0.53220
H  0.63265  1.45102  -0.13098
H  -1.50004  5.71471  -4.87750
C  3.92917  2.98763  1.46901
H  -2.68666  3.15218  -5.50647
H  2.99863  -4.71701  -0.09688
C  3.71493  -1.37876  3.31640
C  -1.21826  5.96648  -3.84176
O  2.06555  -7.34668  0.36015
H  3.73959  6.63766  -0.58688
C  -5.60485  -1.35849  -1.33930
H  2.61964  -2.63462  1.95138
O  -0.74202  1.57317  -7.80605
C  -2.29679  -2.32607  4.63312
N  4.86431  -0.92182  3.83760
C  -1.72767  -1.69227  5.72591
C  4.59474  2.21086  -1.95316
C  -0.52148  -1.01186  5.58999
H  -2.71446  -6.54233  -2.17241
S  -0.83344  2.54362  -6.75907
C  -1.64530  -2.15440  3.39947
H  5.94966  3.69999  -2.52547
C  -3.01285  -5.33439  2.43143
H  -2.96685  3.30213  -7.25924
H  -0.93334  7.01832  -3.75606
C  -4.79738  -0.33588  -0.95380
C  -0.07342  -2.27397  0.02321
C  4.80267  -2.78593  1.74809
N  -2.67601  3.95793  1.83900
H  -5.04508  3.55029  -1.51986
C  4.10209  1.81585  2.49317
H  -0.74970  2.76783  -3.92845
C  -5.10544  -6.41997  1.79896
C  6.00239  -2.27767  2.22341
H  2.01419  1.33424  -3.63986
H  -1.96516  -8.14494  -2.01517
H  -2.15819  -1.78844  6.71413
O  -0.28463  1.68775  -5.46490
C  -1.17072  -1.40861  -0.15660
C  6.00007  -1.35779  3.27777
S  -2.82466  3.15713  -1.85801
N  1.19406  -1.80993  0.07344
H  -4.19014  2.63919  2.41120
H  2.40797  -0.06517  0.11145

E_HOMO in eV: -9.629
SMILES: CCOS(C)(=O)=O.CCOS(C)(=O)=O.CCOS(C)(=O)=O.CCOS(C)(=O)=O.c1ccncc1.c1ccncc1.c1ccncc1.c1ccncc1.c1ccncc1.c1ccncc1.c1ccncc1
Frontier orbital gap in eV: 9.8
Charge: 0

=====

Quick ranking, most stable first: entry ii, entry i.